#1
An isolated molecule of CHN3O3, computed with ωB97M-V/def2-TZVPD.

Properties
- E_LUMO: -0.30 eV
- SMILES: O=c1nnon1O
- Orbital gap: 10.5 eV
- E_HOMO: -10.8 eV

ORCA input file:
```
! wB97M-V def2-TZVPD RIJCOSX def2/J DEFGRID3
* xyz 0 1
C -0.1880 0.9460 0.0252
H 2.1703 -0.9248 0.3061
N 0.3585 -0.3067 0.2938
N -1.8081 -0.5607 -0.1597
N -1.7146 0.6526 -0.1579
O 1.5359 -0.5604 -0.3613
O -0.6075 -1.2864 0.0689
O 0.2536 2.0404 -0.0150
*
```

For reference, the natural (NBO) charges in units of e are: C 0.68; H 0.49; N 0.04; N 0.17; N -0.20; O -0.50; O -0.20; O -0.48

***

#2
A cluster of 2 separate species, CHN3O3 in total, computed with ωB97M-V/def2-TZVPD.

Properties
- E_LUMO: -0.06 eV
- SMILES: [O-][N+]#CO.N#[N+][O-]
- Orbital gap: 8.9 eV
- E_HOMO: -9.0 eV

ORCA input file:
```
! wB97M-V def2-TZVPD RIJCOSX def2/J DEFGRID3
* xyz 0 1
C -1.9758 0.6313 0.1778
N -0.4627 -1.6555 0.1078
N -2.8952 -0.0718 0.4445
N -0.1795 -2.5908 -0.4405
O -3.6814 -0.6891 1.1176
O -1.2322 1.3863 -0.5072
O 0.1258 -3.5511 -0.9660
H -1.4917 2.3185 -0.7304
*
```

For reference, the natural (NBO) charges in units of e are: C 0.46; N -0.13; N 0.12; N 0.44; O -0.45; O -0.65; O -0.32; H 0.52

***

Q: Which of them is the most stable? A: #1.

***

#1
An isolated molecule of C2H3N5O, computed with ωB97M-V/def2-TZVPD.

Properties
- E_LUMO: -0.16 eV
- SMILES: [H]/N=C/Nc1nnon1
- Orbital gap: 9.6 eV
- E_HOMO: -9.8 eV

ORCA input file:
```
! wB97M-V def2-TZVPD RIJCOSX def2/J DEFGRID3
* xyz 0 1
C 0.7624 -1.0856 0.4959
C -0.7701 0.5626 -0.2879
H 2.3573 -2.2905 1.3167
H 1.0506 -0.9993 -0.4964
H -0.8009 -0.2552 1.6765
N 1.3837 -1.8051 1.3595
N -0.4197 -0.3479 0.6499
N -0.0396 0.6414 -1.3943
N -0.4811 1.7321 -1.9703
N -1.6642 1.5110 -0.1244
O -1.3783 2.3366 -1.2252
*
```

For reference, the natural (NBO) charges in units of e are: C 0.29; C 0.42; H 0.40; H 0.17; H 0.43; N -0.72; N -0.60; N -0.29; N 0.17; N -0.17; O -0.11

***

#2
An isolated molecule of C2H3N5O, computed with ωB97M-V/def2-TZVPD.

Properties
- E_LUMO: 0.17 eV
- SMILES: NC(=O)c1nn[nH]n1
- Orbital gap: 10.7 eV
- E_HOMO: -10.5 eV

ORCA input file:
```
! wB97M-V def2-TZVPD RIJCOSX def2/J DEFGRID3
* xyz 0 1
C 1.2642 -0.5166 -0.0764
C -0.1686 -0.4488 -0.1131
H 1.3890 1.4876 -0.2892
H 2.6314 0.7677 0.6504
H -2.8210 0.9858 0.0225
N 1.9752 0.7006 -0.1226
N -1.0221 -1.4904 -0.0775
N -2.2305 -1.0094 -0.0254
N -2.0552 0.3159 0.0124
N -0.7880 0.7752 -0.0049
O 1.8256 -1.5677 0.0237
*
```

For reference, the natural (NBO) charges in units of e are: C 0.61; C 0.13; H 0.39; H 0.40; H 0.42; N -0.83; N -0.20; N -0.01; N -0.17; N -0.23; O -0.52

***

Q: Which of them is the most stable? A: #2.

***

#1
The ion C3H8NS with charge -1, computed with ωB97M-V/def2-TZVPD.

Properties
- E_LUMO: 4.17 eV
- SMILES: NCCC[S-]
- Orbital gap: 6.4 eV
- E_HOMO: -2.2 eV

ORCA input file:
```
! wB97M-V def2-TZVPD RIJCOSX def2/J DEFGRID3
* xyz -1 1
C 0.5506 0.0976 0.3018
C 0.0927 -0.4429 1.6377
S -1.2139 0.6110 2.3983
C -0.5905 0.2741 -0.7366
N -0.1662 0.0864 -2.1302
H 0.9325 1.1036 0.4701
H 1.2544 -0.6018 -0.1612
H -0.3741 -1.4341 1.5960
H 0.9856 -0.5366 2.2516
H -1.3987 -0.4086 -0.4994
H -0.9699 1.2807 -0.5674
H 0.5544 0.7621 -2.3705
H 0.3430 -0.7915 -2.1901
*
```

For reference, the natural (NBO) charges in units of e are: C -0.43; C -0.51; S -0.75; C -0.23; N -0.84; H 0.20; H 0.16; H 0.18; H 0.17; H 0.19; H 0.20; H 0.33; H 0.33

***

#2
A cluster of 2 separate species, C3H8NS in total, computed with ωB97M-V/def2-TZVPD.

Properties
- E_LUMO: 4.20 eV
- Orbital gap: 6.6 eV
- E_HOMO: -2.4 eV

ORCA input file:
```
! wB97M-V def2-TZVPD RIJCOSX def2/J DEFGRID3
* xyz -1 1
C 1.7828 -1.3572 0.2180
S 1.8252 0.4853 0.1480
H 1.3588 -1.7581 1.1307
H 1.4913 -1.8318 -0.7181
H 2.8510 -1.5956 0.2951
C -2.2058 0.7586 0.7840
C -1.2121 -0.3101 -0.9497
N -2.2594 0.3107 -0.6088
H -3.0968 1.3431 0.9962
H -1.2327 1.1761 1.0514
H -2.1869 -0.1286 1.4400
H -0.9719 -0.3962 -2.0098
H -0.5832 -0.8257 -0.2289
*
```

For reference, the natural (NBO) charges in units of e are: C -0.77; S -0.72; H 0.18; H 0.17; H 0.19; C -0.47; C -0.02; N -0.47; H 0.18; H 0.24; H 0.17; H 0.16; H 0.16

***

Q: Which of them is the most stable? A: #1.

***

#1
The ion C3H8NS with charge -1, computed with ωB97M-V/def2-TZVPD.

Properties
- E_LUMO: 4.31 eV
- SMILES: C[C@H](N)C[S-]
- Orbital gap: 6.7 eV
- E_HOMO: -2.3 eV

ORCA input file:
```
! wB97M-V def2-TZVPD RIJCOSX def2/J DEFGRID3
* xyz -1 1
C 0.2511 -0.9455 -1.1698
C 0.1435 -0.4234 0.2818
C 0.6739 1.0457 0.3977
S -0.1658 2.2499 -0.7341
N -1.2651 -0.4235 0.7315
H -0.0835 -0.0606 -1.7235
H -0.6446 -1.5798 -1.2740
H 1.1403 -1.5398 -1.3350
H 0.7134 -1.0455 0.9883
H 0.3469 1.4190 1.3722
H 1.7421 1.1683 0.2152
H -1.1572 -0.3436 1.7416
H -1.6949 0.4788 0.5082
*
```

For reference, the natural (NBO) charges in units of e are: C -0.68; C -0.05; C -0.54; S -0.74; N -0.86; H 0.26; H 0.20; H 0.19; H 0.15; H 0.18; H 0.18; H 0.33; H 0.38

***

#2
A cluster of 2 separate species, C3H8NS in total, computed with ωB97M-V/def2-TZVPD.

Properties
- E_LUMO: 4.19 eV
- Orbital gap: 6.5 eV
- E_HOMO: -2.3 eV

ORCA input file:
```
! wB97M-V def2-TZVPD RIJCOSX def2/J DEFGRID3
* xyz -1 1
C 1.3434 0.0875 -2.1087
S -0.4098 -0.3160 -1.9840
H 1.8919 -0.8992 -1.7921
H 1.6504 0.7452 -1.2615
H 1.8934 0.4208 -3.1395
C -1.7511 0.1934 1.2566
C 0.5665 -0.3520 1.4030
N -0.4849 0.2079 1.9572
H -2.4778 0.5162 2.0813
H -1.8397 1.0645 0.5002
H -2.2150 -0.7178 0.7353
H 1.3880 -0.4198 2.0010
H 0.4445 -0.5307 0.3512
*
```

For reference, the natural (NBO) charges in units of e are: C -0.77; S -0.69; H 0.17; H 0.17; H 0.17; C -0.47; C -0.10; N -0.44; H 0.16; H 0.22; H 0.21; H 0.15; H 0.21

***

#3
The ion C3H8NS with charge -1, computed with ωB97M-V/def2-TZVPD.

Properties
- E_LUMO: 4.29 eV
- SMILES: C[C@H](N)C[S-]
- Orbital gap: 6.7 eV
- E_HOMO: -2.4 eV

ORCA input file:
```
! wB97M-V def2-TZVPD RIJCOSX def2/J DEFGRID3
* xyz -1 1
C 1.3588 -0.0046 -1.3284
C 0.6985 -0.8115 -0.2012
C 0.3525 0.0412 1.0286
S -1.0006 1.2312 0.6773
N -0.4496 -1.5939 -0.7090
H 0.6381 0.3066 -2.0881
H 2.2042 -0.5134 -1.7624
H 1.6597 0.9682 -0.9150
H 1.4243 -1.5807 0.0910
H -0.0435 -0.6661 1.7590
H 1.2545 0.5517 1.3669
H -1.0100 -1.8050 0.0995
H -1.0899 -0.9064 -1.1233
*
```

For reference, the natural (NBO) charges in units of e are: C -0.63; C -0.06; C -0.53; S -0.75; N -0.85; H 0.21; H 0.18; H 0.22; H 0.15; H 0.17; H 0.18; H 0.34; H 0.36

***

#4
The ion C3H8NS with charge -1, computed with ωB97M-V/def2-TZVPD.

Properties
- E_LUMO: 4.13 eV
- SMILES: NCCC[S-]
- Orbital gap: 6.4 eV
- E_HOMO: -2.2 eV

ORCA input file:
```
! wB97M-V def2-TZVPD RIJCOSX def2/J DEFGRID3
* xyz -1 1
C 0.5777 0.5125 0.3650
C 0.6857 0.8774 -1.1400
S 2.0622 0.0459 -1.9806
C -0.1108 -0.8343 0.5373
N -1.5131 -0.6055 1.0179
H 1.5948 0.5048 0.7408
H -0.0101 1.2875 0.8644
H -0.3144 0.7040 -1.5622
H 0.8467 1.9324 -1.2240
H -0.0998 -1.4298 -0.3663
H 0.3501 -1.3471 1.3808
H -2.0130 -1.4909 1.0883
H -2.0561 -0.1568 0.2786
*
```

For reference, the natural (NBO) charges in units of e are: C -0.43; C -0.52; S -0.73; C -0.22; N -0.85; H 0.21; H 0.18; H 0.15; H 0.17; H 0.19; H 0.17; H 0.33; H 0.33

***

Q: Which of them is the most stable? A: #3.

***

#1
A cluster of 2 separate species, C2H5NO3 in total, computed with ωB97M-V/def2-TZVPD.

Properties
- E_LUMO: 0.85 eV
- SMILES: NC=O.O=CO
- Orbital gap: 11.0 eV
- E_HOMO: -10.1 eV

ORCA input file:
```
! wB97M-V def2-TZVPD RIJCOSX def2/J DEFGRID3
* xyz 0 1
C 1.7046 -0.1748 0.0946
N 1.5229 0.1198 -1.1777
O 0.8032 -0.5702 0.7967
H 2.6992 -0.1644 0.4050
H 2.3174 0.1787 -1.7946
H 0.5583 0.4130 -1.4408
O -1.6743 0.1025 -0.7373
C -2.2226 0.1602 0.3998
O -1.7153 -0.4311 1.5223
H -3.2278 0.5761 0.4237
H -0.7656 -0.2099 1.5083
*
```

For reference, the natural (NBO) charges in units of e are: C 0.54; N -0.81; O -0.66; H 0.11; H 0.40; H 0.44; O -0.62; C 0.64; O -0.70; H 0.13; H 0.53

***

#2
A cluster of 2 separate species, C2H5NO3 in total, computed with ωB97M-V/def2-TZVPD.

Properties
- E_LUMO: 0.58 eV
- SMILES: O=CNC=O.O
- Orbital gap: 10.5 eV
- E_HOMO: -9.9 eV

ORCA input file:
```
! wB97M-V def2-TZVPD RIJCOSX def2/J DEFGRID3
* xyz 0 1
O 1.0176 -0.1660 0.4653
C 0.9940 1.0137 0.4402
N -0.3798 1.6606 0.4910
C -1.5356 0.7753 0.2396
O -1.3219 -0.3737 -0.0837
H 1.7747 1.8383 0.3985
H -0.6606 2.6084 0.6345
H -2.4707 1.3279 0.2330
H 0.3360 -1.9038 -0.8020
H 0.7528 -2.4291 -1.9841
O 1.0763 -2.4353 -1.1310
*
```

For reference, the natural (NBO) charges in units of e are: O -0.48; C 0.55; N -0.73; C 0.53; O -0.55; H 0.14; H 0.40; H 0.13; H 0.48; H 0.45; O -0.92

***

Q: Which of them is the most stable? A: #1.

***

#1
A cluster of 2 separate species, C2H5NO3 in total, computed with ωB97M-V/def2-TZVPD.

Properties
- E_LUMO: 0.98 eV
- SMILES: NC=O.O=CO
- Orbital gap: 11.3 eV
- E_HOMO: -10.3 eV

ORCA input file:
```
! wB97M-V def2-TZVPD RIJCOSX def2/J DEFGRID3
* xyz 0 1
C -0.4608 -0.9335 -1.3817
N 0.6726 -1.6056 -1.0583
O -0.5923 0.2723 -1.4225
H -1.2930 -1.6246 -1.5947
H 0.9065 -2.4101 -1.6173
H 1.4639 -1.0928 -0.6970
O 0.6407 -0.1913 1.3212
C 0.1043 0.7933 1.7550
O -0.3719 1.7829 0.9979
H -0.1007 0.9940 2.8123
H -0.1815 1.5285 0.0708
*
```

For reference, the natural (NBO) charges in units of e are: C 0.55; N -0.81; O -0.64; H 0.11; H 0.39; H 0.41; O -0.62; C 0.66; O -0.68; H 0.11; H 0.52

***

#2
A cluster of 2 separate species, C2H5NO3 in total, computed with ωB97M-V/def2-TZVPD.

Properties
- E_LUMO: 0.20 eV
- SMILES: NC=O.O=CO
- Orbital gap: 10.4 eV
- E_HOMO: -10.2 eV

ORCA input file:
```
! wB97M-V def2-TZVPD RIJCOSX def2/J DEFGRID3
* xyz 0 1
C -0.0689 -1.4997 2.8914
N -1.0296 -1.3338 1.9039
O 0.0529 -2.6189 3.3460
H 0.6786 -0.6377 3.1384
H -1.7131 -1.9886 1.6752
H -0.9442 -0.4873 1.3696
O 0.8632 2.7899 -2.9501
C 0.2638 1.7675 -3.0389
O 0.1136 0.9874 -2.0056
H -0.3347 1.4615 -3.9194
H 0.1138 0.1154 -1.8289
*
```

For reference, the natural (NBO) charges in units of e are: C 0.51; N -0.84; O -0.59; H 0.13; H 0.40; H 0.38; O -0.53; C 0.65; O -0.73; H 0.10; H 0.51

***

Q: Which of them is the most stable? A: #1.

***

#1
A cluster of 2 separate species, C2H5NO3 in total, computed with ωB97M-V/def2-TZVPD.

Properties
- E_LUMO: -0.16 eV
- SMILES: O=C/C=N\O.O
- Orbital gap: 9.4 eV
- E_HOMO: -9.5 eV

ORCA input file:
```
! wB97M-V def2-TZVPD RIJCOSX def2/J DEFGRID3
* xyz 0 1
C -0.4411 -1.6097 0.0998
C -0.1751 -0.4347 0.9081
H 1.7082 -1.7363 -1.9499
H -1.2853 -2.2190 0.3236
H -0.8342 -0.2077 1.7983
H -0.7993 2.5828 -0.4954
H -0.2645 3.8063 0.2769
N 0.2702 -2.0956 -0.8054
O 1.2323 -1.1930 -1.2559
O 0.8270 0.2888 0.8444
O -0.2383 2.8180 0.2554
*
```

For reference, the natural (NBO) charges in units of e are: C -0.11; C 0.31; H 0.48; H 0.20; H 0.13; H 0.46; H 0.47; N -0.04; O -0.52; O -0.45; O -0.93

***

#2
A cluster of 2 separate species, C2H5NO3 in total, computed with ωB97M-V/def2-TZVPD.

Properties
- E_LUMO: 0.70 eV
- SMILES: O=CNC=O.O
- Orbital gap: 11.2 eV
- E_HOMO: -10.5 eV

ORCA input file:
```
! wB97M-V def2-TZVPD RIJCOSX def2/J DEFGRID3
* xyz 0 1
O 1.7205 -0.0101 -0.2653
C 1.3320 -1.1127 -0.5224
N 0.3636 -1.8160 0.1759
C 0.2496 -1.6854 1.5577
O -0.4917 -2.3336 2.2365
H 1.6990 -1.6469 -1.4194
H 0.1113 -2.7066 -0.2324
H 0.9274 -0.9214 1.9553
H -2.9852 4.7571 -1.9179
H -2.8263 6.0996 -2.6051
O -2.3458 5.2914 -2.3996
*
```

For reference, the natural (NBO) charges in units of e are: O -0.54; C 0.54; N -0.66; C 0.54; O -0.54; H 0.11; H 0.41; H 0.14; H 0.47; H 0.47; O -0.93

***

Q: Which of them is the most stable? A: #2.